# C50H49Cl3F4N7O4S3V

A structure of composition C50H49Cl3F4N7O4S3V at a distorted geometry (ωB97M-V/def2-TZVPD, OMol25).

```
121
Properties=species:S:1:pos:R:3:forces:R:3
V 0.3864 0.0006 -0.3049 -2.151 -1.711 0.499
C 4.4303 1.4930 0.9781 -0.128 0.175 0.079
C 3.5249 2.5830 1.5590 0.016 -0.153 -0.039
N 2.3096 2.0541 2.1848 0.025 0.061 0.079
C 2.4373 1.9499 3.6297 0.015 -0.151 -0.042
C 3.5896 1.0661 4.0937 -0.119 0.112 -0.033
C 1.1282 2.8369 1.8380 -0.151 -0.306 -0.106
C -0.2486 2.1828 1.9950 -0.008 -0.041 0.184
N -0.6011 1.0082 1.1819 -0.510 0.996 0.793
C -1.7919 0.4743 1.4670 -0.134 -0.049 0.288
C -2.1427 -0.7974 0.9211 0.009 0.008 0.130
F -1.2193 -1.4023 0.1130 -0.387 -0.075 0.126
C -3.3128 -1.4588 1.1637 -0.016 0.022 -0.019
F -3.5257 -2.6627 0.5906 0.083 0.004 -0.022
C -4.2945 -0.9316 1.9891 -0.101 0.040 0.006
C -4.0177 0.3106 2.5245 0.018 -0.164 -0.094
F -4.9423 0.8971 3.3146 0.038 -0.036 0.086
C -2.8444 0.9936 2.2856 0.052 -0.068 -0.043
F -2.7684 2.2336 2.8427 0.144 -0.359 0.103
H 5.2165 1.9437 0.3637 -0.023 -0.025 0.019
H 3.8204 0.8359 0.3630 -0.032 -0.103 -0.109
H 4.9038 0.8899 1.7514 -0.005 -0.024 -0.003
H 3.2312 3.2443 0.7436 -0.035 0.011 -0.028
H 4.0900 3.1985 2.2792 -0.008 0.058 -0.030
H 1.5042 1.5356 4.0154 -0.009 0.009 0.018
H 2.5527 2.9589 4.0769 -0.032 -0.004 0.011
H 3.5583 0.1122 3.5711 0.000 -0.102 0.004
H 3.5064 0.8837 5.1674 0.007 0.000 -0.011
H 4.5552 1.5407 3.9111 0.009 -0.042 -0.013
H 1.2220 3.1798 0.8181 0.117 0.040 -0.268
H 1.0851 3.7404 2.4785 -0.067 0.060 -0.061
H -0.9485 3.0027 1.7840 0.110 0.039 0.081
H -0.3939 1.9415 3.0568 -0.033 0.022 -0.015
H -5.2101 -1.4597 2.2040 -0.003 0.009 -0.017
C 1.5473 -2.2257 3.2792 -0.037 0.116 -0.028
C 2.3535 -3.2237 2.7338 0.077 -0.105 -0.027
C 2.6296 -3.2030 1.3806 0.052 -0.070 -0.120
C 2.0971 -2.1893 0.5748 -0.070 0.062 0.398
C 1.2916 -1.1542 1.0947 0.747 -0.459 0.432
C 1.0397 -1.2178 2.4729 0.156 -0.154 0.293
C 2.2721 -2.1449 -0.8705 -0.377 0.259 -0.077
C 3.2354 -2.9183 -1.5510 0.169 -0.092 -0.378
C 3.3630 -2.8261 -2.9039 0.000 -0.045 0.262
C 2.4840 -1.9827 -3.6212 -0.151 0.129 0.081
C 2.5255 -1.8793 -5.0261 -0.088 0.065 -0.077
C 1.6255 -1.0903 -5.6943 0.142 -0.119 -0.079
C 0.6498 -0.3878 -4.9731 -0.124 0.076 0.141
C 0.5984 -0.4624 -3.6055 -0.057 -0.094 -0.057
C 1.5198 -1.2429 -2.8851 0.412 -0.245 -0.217
N 1.4520 -1.2895 -1.5111 0.720 -0.971 -0.740
H 1.3198 -2.2447 4.3409 -0.008 0.019 -0.004
H 2.7451 -4.0195 3.3572 0.005 0.016 0.003
H 3.2305 -3.9989 0.9511 0.001 0.003 0.035
H 0.4226 -0.4576 2.9414 -0.018 0.032 -0.043
H 3.8914 -3.5620 -0.9824 -0.016 0.014 0.023
H 4.1138 -3.3947 -3.4407 0.009 -0.003 0.008
H 3.2716 -2.4496 -5.5686 0.012 0.006 0.014
H 1.6564 -1.0232 -6.7753 0.002 0.007 0.011
H -0.0841 0.2146 -5.4945 0.028 0.025 0.018
H -0.1668 0.0665 -3.0662 -0.059 0.076 0.039
Cl -8.5944 0.9655 -4.7824 -0.079 -0.086 -0.054
C -7.4315 1.9877 -4.0013 0.175 0.160 0.106
C -6.9940 1.6852 -2.7219 -0.045 -0.060 -0.066
C -6.0638 2.5114 -2.1201 -0.040 0.006 0.054
C -5.5477 3.6328 -2.7614 0.011 0.077 -0.129
C -4.4976 4.4849 -2.0813 0.198 -0.065 0.042
C -3.0593 4.0412 -2.4532 -0.219 0.156 0.057
N -2.7579 2.6422 -2.2749 0.079 0.018 -0.063
C -3.1438 1.5823 -3.0697 -0.053 -0.156 -0.043
C -2.6041 0.4690 -2.5006 -0.180 0.062 0.011
N -1.8835 0.8296 -1.3862 0.590 -0.167 -0.332
C -1.9669 2.1286 -1.3089 -0.172 -0.028 0.205
O -4.7917 4.6063 -0.6970 0.002 -0.049 0.033
C -4.0346 3.8564 0.2524 -0.048 0.000 0.170
C -4.7255 3.9294 1.5753 0.063 0.281 -0.040
C -4.1827 4.4530 2.7080 -0.454 0.084 0.021
Cl -2.6389 5.1689 2.8770 0.058 0.148 0.048
S -5.2288 4.3092 4.0707 0.096 -0.014 -0.250
C -6.4310 3.5520 3.1055 0.012 0.083 0.096
C -6.0308 3.4128 1.8192 -0.068 0.065 -0.033
C -6.0159 3.9087 -4.0445 0.030 -0.282 0.222
Cl -5.4198 5.2749 -4.9353 0.059 0.106 -0.064
C -6.9517 3.0990 -4.6706 -0.066 -0.058 -0.081
H -7.3667 0.8063 -2.2143 -0.003 0.015 0.018
H -5.7209 2.2722 -1.1225 0.009 0.004 -0.033
H -4.5819 5.5020 -2.4671 -0.022 0.012 -0.035
H -2.3521 4.6133 -1.8530 0.055 0.025 -0.072
H -2.8943 4.3031 -3.4998 -0.005 0.050 0.020
H -3.7455 1.7105 -3.9524 -0.058 0.050 0.007
H -2.7030 -0.5634 -2.7996 0.061 0.031 -0.060
H -1.4873 2.7399 -0.5594 0.050 -0.021 -0.048
H -3.0250 4.2648 0.3503 0.004 -0.063 -0.029
H -3.9547 2.8065 -0.0381 0.022 -0.015 -0.018
H -7.3582 3.2365 3.5554 0.004 -0.007 -0.022
H -6.6383 2.9659 1.0446 -0.013 -0.025 0.029
H -7.2951 3.3300 -5.6687 0.003 0.018 0.007
C -4.3738 -7.0364 -3.4006 -0.004 -0.012 0.037
C -4.2385 -5.5507 -3.4383 -0.005 0.186 0.005
C -5.2347 -4.6854 -3.7766 -0.131 -0.219 -0.056
C -4.9497 -3.2969 -3.7642 0.372 0.151 0.139
N -3.7702 -2.8140 -3.4578 -0.587 0.161 -0.217
C -2.7625 -3.6548 -3.1240 0.885 -0.437 0.370
S -1.2305 -3.1760 -2.7283 -0.237 -0.011 -0.092
N -3.0403 -5.0259 -3.1050 -0.380 0.205 -0.173
C -6.0262 -2.3148 -4.1035 0.000 0.055 -0.042
H -5.3038 -7.3439 -3.8721 0.001 -0.013 0.012
H -4.3718 -7.3889 -2.3677 0.004 0.001 0.002
H -3.5388 -7.5097 -3.9183 -0.010 -0.012 -0.015
H -6.2162 -5.0413 -4.0536 0.029 -0.066 0.009
H -2.2638 -5.6151 -2.8439 0.047 0.021 0.021
H -6.5789 -2.6353 -4.9876 -0.023 0.008 0.007
H -5.5905 -1.3333 -4.2753 -0.006 -0.005 0.021
H -6.7359 -2.2421 -3.2763 -0.002 -0.018 0.003
C 2.8607 2.1631 -2.9923 -0.361 -0.035 0.328
S 1.3717 2.4715 -2.0382 0.899 0.623 -0.288
O 1.5163 3.7792 -1.4244 0.074 -0.102 0.118
O 0.2644 2.3827 -2.9641 -0.199 -0.097 -0.045
O 1.4305 1.3846 -1.0222 1.219 2.392 -1.195
H 3.1177 3.0613 -3.5475 -0.035 0.014 -0.004
H 2.6443 1.3327 -3.6619 0.086 -0.008 -0.007
H 3.6394 1.8937 -2.2814 0.085 0.061 -0.072
```
Positions in Å, forces in eV/Å.

Results
Strongest force on any atom: 2.939 eV/A
HOMO-LUMO gap (spin up / spin down): 0.169 / 0.224 hartree
Total energy: -6537.68048 Ha
Net charge: -1
Multiplicity: 4

Here are the Mulliken charges for atoms 1 to 99, given in e: number 1, V, carries 0.326; number 2, C, carries -0.916; number 3, C, carries -0.904; number 4, N, carries 1.194; number 5, C, carries -0.619; number 6, C, carries -1.489; number 7, C, carries -2.500; number 8, C, carries -0.133; number 9, N, carries 1.649; number 10, C, carries 0.882; number 11, C, carries -1.325; number 12, F, carries -0.109; number 13, C, carries 0.360; number 14, F, carries -0.341; number 15, C, carries -0.950; number 16, C, carries 0.704; number 17, F, carries -0.388; number 18, C, carries -0.025; number 19, F, carries -0.392; number 20, H, carries 0.404; number 21, H, carries -0.157; number 22, H, carries 0.366; number 23, H, carries 0.657; number 24, H, carries 0.466; number 25, H, carries 0.277; number 26, H, carries 0.492; number 27, H, carries 0.234; number 28, H, carries 0.456; number 29, H, carries 0.323; number 30, H, carries 0.251; number 31, H, carries 0.338; number 32, H, carries -0.580; number 33, H, carries 0.858; number 34, H, carries 0.516; number 35, C, carries -1.046; number 36, C, carries -0.971; number 37, C, carries -0.570; number 38, C, carries 0.727; number 39, C, carries 0.995; number 40, C, carries -0.097; number 41, C, carries 0.643; number 42, C, carries -1.125; number 43, C, carries -1.421; number 44, C, carries 1.012; number 45, C, carries -0.802; number 46, C, carries -0.890; number 47, C, carries -0.760; number 48, C, carries 1.218; number 49, C, carries -1.320; number 50, N, carries 1.734; number 51, H, carries 0.431; number 52, H, carries 0.380; number 53, H, carries 0.301; number 54, H, carries 0.324; number 55, H, carries 0.387; number 56, H, carries 0.373; number 57, H, carries 0.379; number 58, H, carries 0.361; number 59, H, carries 0.491; number 60, H, carries -0.355; number 61, Cl, carries -0.232; number 62, C, carries 0.519; number 63, C, carries -1.365; number 64, C, carries 0.395; number 65, C, carries -0.834; number 66, C, carries -0.061; number 67, C, carries -1.198; number 68, N, carries 0.928; number 69, C, carries -0.934; number 70, C, carries -1.325; number 71, N, carries 1.423; number 72, C, carries -2.001; number 73, O, carries -0.480; number 74, C, carries 0.639; number 75, C, carries -0.912; number 76, C, carries 1.061; number 77, Cl, carries -0.198; number 78, S, carries -0.238; number 79, C, carries -0.267; number 80, C, carries -1.239; number 81, C, carries 0.811; number 82, Cl, carries -0.235; number 83, C, carries -0.913; number 84, H, carries 0.493; number 85, H, carries 0.539; number 86, H, carries 0.651; number 87, H, carries 0.392; number 88, H, carries 0.683; number 89, H, carries 0.807; number 90, H, carries 0.438; number 91, H, carries 0.596; number 92, H, carries 0.540; number 93, H, carries 0.041; number 94, H, carries 0.443; number 95, H, carries 0.387; number 96, H, carries 0.447; number 97, C, carries -1.424; number 98, C, carries 0.909; number 99, C, carries -1.062



# C20H27N5O4

The molecule C20H27N5O4 (ωB97M-V/def2-TZVPD, OMol25).

```
56
Properties=species:S:1:pos:R:3:forces:R:3
C -0.0923 -5.6227 0.3977 0.013 0.022 0.005
C 0.1712 -4.1830 0.7123 -0.026 -0.044 -0.024
C -0.5540 -3.1863 0.1545 0.004 0.040 0.007
C -0.2775 -1.7937 0.4743 0.020 0.011 -0.043
N -0.7549 -0.6676 0.1275 -0.075 -0.026 0.028
C -1.8549 -0.3754 -0.7705 0.041 0.019 0.000
C -1.3533 0.6742 -1.7683 -0.005 -0.044 -0.020
C -2.4628 1.2020 -2.6708 -0.009 -0.016 0.021
C -3.1795 0.0791 -3.4058 0.023 0.014 -0.006
C -3.6881 -0.9436 -2.3889 -0.013 0.013 -0.002
C -2.5623 -1.5059 -1.5246 0.027 0.010 0.020
C -4.3204 0.6390 -4.2543 -0.003 -0.055 0.019
N -4.8430 -0.3856 -5.1473 -0.032 0.033 0.018
C -6.0857 -0.8968 -4.9338 0.107 -0.089 0.001
O -6.8223 -0.5083 -4.0438 -0.011 0.011 0.006
C -6.5164 -2.0019 -5.8427 -0.004 0.033 -0.058
C -7.0403 -1.9399 -7.0841 -0.054 -0.054 0.027
O -7.3811 -3.1618 -7.5060 0.097 0.016 -0.042
N -7.0605 -4.0792 -6.5222 -0.085 0.030 0.020
C -6.5600 -3.3953 -5.5335 0.003 -0.003 0.059
C -6.1062 -4.0624 -4.2758 -0.020 0.011 -0.014
C -3.8228 -0.9617 -6.0108 -0.017 0.002 0.050
C -2.6874 -1.4951 -5.1503 0.007 0.038 -0.003
O -2.1919 -0.4982 -4.2791 -0.009 -0.010 -0.008
N 0.7916 -1.7065 1.3902 0.033 -0.022 0.026
C 1.4662 -2.7616 1.8991 0.018 0.018 0.021
C 2.5726 -2.3913 2.8573 -0.038 0.028 -0.031
O 3.2015 -3.5440 3.3477 0.004 -0.032 0.004
N 1.2084 -3.9870 1.6077 0.004 0.013 0.003
H -0.9157 -5.7411 -0.3039 -0.002 -0.001 -0.001
H 0.8080 -6.0756 -0.0199 -0.001 0.006 -0.004
H -0.3191 -6.1620 1.3183 -0.007 0.006 0.002
H -1.3365 -3.4346 -0.5377 -0.040 0.005 -0.031
H -2.6220 0.1140 -0.1525 -0.005 -0.001 0.010
H -0.8961 1.4916 -1.2097 0.000 0.005 -0.002
H -0.5678 0.2199 -2.3776 0.000 0.007 -0.004
H -3.2053 1.7438 -2.0752 0.006 0.003 0.001
H -2.0574 1.9022 -3.4044 0.004 0.006 -0.009
H -4.4265 -0.4387 -1.7583 0.002 -0.009 0.005
H -4.2277 -1.7520 -2.8866 0.002 -0.002 -0.001
H -1.8444 -2.0359 -2.1573 0.004 -0.001 -0.006
H -2.9901 -2.2220 -0.8217 0.003 -0.018 0.014
H -5.1330 0.9949 -3.6255 0.007 0.009 -0.013
H -3.9386 1.4651 -4.8611 0.009 0.018 -0.004
H -7.2400 -1.1253 -7.7601 -0.011 -0.004 -0.003
H -5.9597 -3.3236 -3.4892 -0.013 0.002 0.002
H -6.8514 -4.7803 -3.9386 0.011 -0.014 -0.014
H -5.1701 -4.5977 -4.4371 0.017 0.014 0.003
H -4.2481 -1.7560 -6.6190 0.011 0.005 -0.010
H -3.4423 -0.1776 -6.6717 0.004 0.002 -0.018
H -3.0306 -2.3736 -4.5893 -0.006 -0.006 0.002
H -1.8469 -1.7980 -5.7743 -0.002 -0.010 -0.010
H 1.0329 -0.7607 1.6505 0.000 -0.006 0.000
H 3.2744 -1.7429 2.3172 0.009 0.009 -0.005
H 2.1263 -1.7961 3.6642 -0.002 0.008 0.010
H 3.8991 -3.2729 3.9509 -0.001 0.001 -0.001
```
Positions in Å, forces in eV/Å.

Results
Strongest force on any atom: 0.139 eV/A
HOMO-LUMO gap: 0.317 hartree
Total energy: -1353.02734 Ha
Energy relative to the best compared isomer or geometry (same formula, charge and spin): 149.5 kJ/mol
SMILES: Cc1c/c(=N\[C@H]2CC[C@@]3(CC2)CN(C(=O)c2conc2C)CCO3)[nH]c(CO)n1

Mulliken charges in e: number 1, C, carries -1.271; number 2, C, carries 0.234; number 3, C, carries -0.070; number 4, C, carries 0.508; number 5, N, carries -0.657; number 6, C, carries 0.110; number 7, C, carries -0.872; number 8, C, carries -1.076; number 9, C, carries 1.511; number 10, C, carries -0.500; number 11, C, carries -0.801; number 12, C, carries -1.961; number 13, N, carries 0.176; number 14, C, carries 0.562; number 15, O, carries -0.634; number 16, C, carries 0.683; number 17, C, carries -0.573; number 18, O, carries -0.207; number 19, N, carries -0.623; number 20, C, carries 0.595; number 21, C, carries -1.129; number 22, C, carries -0.782; number 23, C, carries -0.397; number 24, O, carries -0.424; number 25, N, carries -0.142; number 26, C, carries 0.395; number 27, C, carries -0.548; number 28, O, carries -0.474; number 29, N, carries -0.532; number 30, H, carries 0.329; number 31, H, carries 0.300; number 32, H, carries 0.308; number 33, H, carries 0.293; number 34, H, carries 0.172; number 35, H, carries 0.383; number 36, H, carries 0.284; number 37, H, carries 0.346; number 38, H, carries 0.442; number 39, H, carries 0.562; number 40, H, carries -0.463; number 41, H, carries 0.297; number 42, H, carries 0.663; number 43, H, carries 0.538; number 44, H, carries 0.355; number 45, H, carries 0.503; number 46, H, carries 0.243; number 47, H, carries 0.416; number 48, H, carries 0.256; number 49, H, carries 0.485; number 50, H, carries 0.277; number 51, H, carries 0.205; number 52, H, carries 0.437; number 53, H, carries 0.304; number 54, H, carries 0.318; number 55, H, carries 0.324; number 56, H, carries 0.322



# C2H2P2

The molecule C2H2P2 at a distorted geometry (ωB97M-V/def2-TZVPD, OMol25).

```
6
Properties=species:S:1:pos:R:3:forces:R:3
C 0.9201 1.0258 0.6174 -3.024 -3.262 -0.500
P 0.8504 -0.6807 -0.0386 1.031 -1.544 0.283
P -0.8678 0.5990 0.0221 -1.189 1.349 0.464
C -0.8640 -1.1042 0.4055 3.729 4.387 0.211
H 1.4152 1.6059 -0.1458 0.472 0.562 -0.230
H -1.6254 -1.7875 0.2637 -1.018 -1.491 -0.229
```
Positions in Å, forces in eV/Å.

Results
Strongest force on any atom: 5.761 eV/A
HOMO-LUMO gap: 0.296 hartree
Total energy: -759.94798 Ha
Energy relative to the best compared isomer or geometry (same formula, charge and spin): 192.6 kJ/mol
SMILES: C1=P2=P1=C2

Mulliken charges in e: number 1, C, carries -0.420; number 2, P, carries 0.060; number 3, P, carries 0.067; number 4, C, carries -0.324; number 5, H, carries 0.198; number 6, H, carries 0.419



# C2H2FNiO

A structure of composition C2H2FNiO at a distorted geometry (ωB97M-V/def2-TZVPD, OMol25).

```
7
Properties=species:S:1:pos:R:3:forces:R:3
F 0.0330 0.7927 1.7423 -0.364 -0.615 0.057
O -0.9048 -0.3264 1.3433 0.777 1.132 -0.501
Ni -0.2330 0.5187 -0.1939 -0.151 -0.723 0.059
C 0.7881 -0.4150 -1.6776 -0.016 -0.804 -0.321
C 1.2375 -1.2871 -2.4459 -0.176 0.890 0.617
H 1.7245 -2.0173 -3.0834 -0.213 0.220 0.119
H 0.2021 -0.6494 -2.8147 0.142 -0.099 -0.030
```
Positions in Å, forces in eV/Å.

Results
Strongest force on any atom: 1.461 eV/A
HOMO-LUMO gap (spin up / spin down): 0.409 / 0.325 hartree
Total energy: -1760.24204 Ha
Energy relative to the best compared isomer or geometry (same formula, charge and spin): 532.7 kJ/mol
Net charge: +1
Multiplicity: 3

Mulliken charges in e: number 1, F, carries -0.206; number 2, O, carries -0.159; number 3, Ni, carries 0.730; number 4, C, carries -0.590; number 5, C, carries 0.450; number 6, H, carries 0.447; number 7, H, carries 0.327



Among the records above, which one has the lowest total energy? C50H49Cl3F4N7O4S3V



total energy of number 4 (C2H2FNiO)? -1760.24204 Ha



The lowest strongest force on any atom belongs to which entry? C20H27N5O4